(1)
{
  "formula": "C19H21AgCl2N5S2",
  "method": "wB97M-V/def2-TZVPD",
  "elements": ["Ag", "C", "C", "N", "N", "C", "N", "S", "C", "C", "C", "C", "C", "N", "H", "H", "H", "H", "H", "H", "H", "H", "H", "Cl", "C", "C", "C", "C", "C", "Cl", "C", "S", "H", "H", "H", "C", "C", "C", "C", "C", "N", "H", "H", "H", "H", "H", "H", "H", "H", "H"],
  "positions_angstrom": [[0.93, -0.06, 0.83], [0.27, 4.27, 2.94], [0.11, 2.89, 2.37], [1.02, 2.25, 1.75], [2.22, 2.89, 1.55], [3.24, 2.06, 1.49], [4.43, 2.69, 1.16], [3.32, 0.37, 1.82], [-1.23, 2.22, 2.49], [-2.37, 2.96, 2.79], [-3.60, 2.31, 2.84], [-3.65, 0.95, 2.61], [-2.45, 0.28, 2.33], [-1.28, 0.90, 2.28], [1.32, 4.54, 2.94], [-0.12, 4.31, 3.96], [-0.28, 5.01, 2.35], [4.31, 3.54, 0.64], [5.13, 2.05, 0.82], [-2.31, 4.02, 2.96], [-4.50, 2.86, 3.06], [-4.58, 0.40, 2.63], [-2.42, -0.78, 2.14], [-1.04, 1.10, -1.09], [-2.26, -0.15, -1.20], [-3.45, 0.24, -1.80], [-4.48, -0.67, -1.96], [-4.30, -1.96, -1.50], [-3.10, -2.32, -0.91], [-2.99, -3.99, -0.37], [-2.01, -1.45, -0.71], [-0.56, -2.00, 0.09], [-3.54, 1.26, -2.14], [-5.41, -0.37, -2.42], [-5.07, -2.71, -1.61], [1.46, -3.02, -3.06], [2.69, -2.48, -2.32], [3.94, -2.53, -3.20], [2.91, -3.25, -1.02], [2.42, -1.07, -1.95], [2.17, -0.03, -1.54], [1.64, -4.08, -3.29], [1.30, -2.49, -3.99], [0.58, -2.94, -2.43], [4.15, -3.57, -3.46], [4.80, -2.12, -2.67], [3.80, -1.97, -4.12], [3.11, -4.30, -1.27], [2.02, -3.21, -0.39], [3.75, -2.85, -0.45]],
  "relative_energy_ev": 0.249,
  "gap_ev": 7.1405,
  "energy_ha": -2874.2345,
  "total_charge": -1
}

(2)
{
  "formula": "C14H25BNbO8",
  "method": "wB97M-V/def2-TZVPD",
  "elements": ["C", "C", "B", "O", "Nb", "O", "C", "C", "O", "C", "O", "O", "C", "C", "C", "O", "H", "H", "H", "H", "H", "H", "H", "H", "H", "H", "H", "H", "H", "H", "H", "H", "H", "H", "H", "H", "H", "C", "C", "C", "O", "C", "C", "C", "O", "H", "H", "H", "H"],
  "positions_angstrom": [[-3.92, -0.36, -0.16], [-3.30, -1.73, 0.06], [-1.84, -1.62, 0.65], [-1.46, -0.92, 1.71], [-0.10, -2.71, -0.37], [-0.83, -4.59, 0.18], [0.82, -0.65, -0.80], [2.23, -0.67, -0.19], [3.20, -0.07, -1.13], [4.16, 0.61, -0.60], [4.07, 1.35, 0.31], [-1.26, -2.81, -2.09], [-0.96, -1.99, -3.18], [-1.74, -0.71, -3.13], [-1.38, 0.22, -4.27], [-3.13, -1.02, -3.28], [-3.39, 0.22, -0.89], [-4.94, -0.45, -0.51], [-3.94, 0.21, 0.76], [-3.38, -2.30, -0.85], [-3.90, -2.25, 0.80], [-1.23, -0.01, 1.45], [1.30, -3.54, -1.18], [0.81, -2.64, 1.21], [-0.33, -5.30, -0.23], [0.98, -0.39, -1.84], [0.29, 0.12, -0.27], [2.23, -0.16, 0.76], [2.56, -1.68, -0.04], [5.12, 0.49, -1.10], [0.09, -1.82, -3.37], [-1.35, -2.49, -4.08], [-1.62, -0.20, -2.18], [-0.74, 1.01, -3.90], [-0.91, -0.34, -5.07], [-2.28, 0.64, -4.69], [-3.25, -1.96, -3.07], [1.03, 3.76, 4.75], [0.53, 3.16, 3.67], [1.41, 2.73, 2.55], [0.95, 2.19, 1.57], [2.87, 3.00, 2.68], [3.36, 3.60, 3.76], [2.48, 4.02, 4.88], [2.93, 4.57, 5.87], [0.40, 4.07, 5.57], [-0.53, 2.95, 3.55], [3.50, 2.68, 1.86], [4.41, 3.81, 3.88]],
  "gap_ev": 3.8426,
  "energy_ha": -1232.0733,
  "total_charge": -1
}

(3)
{
  "formula": "C35H52AsP3SeTl",
  "method": "wB97M-V/def2-TZVPD",
  "elements": ["Tl", "P", "P", "P", "H", "C", "C", "H", "C", "C", "C", "C", "C", "C", "C", "C", "C", "H", "H", "H", "H", "H", "H", "H", "H", "H", "H", "H", "H", "H", "H", "H", "H", "H", "H", "H", "H", "H", "H", "H", "H", "H", "H", "H", "H", "H", "C", "C", "C", "C", "C", "C", "Se", "H", "H", "H", "H", "H", "H", "C", "C", "C", "C", "C", "C", "As", "C", "C", "C", "C", "C", "C", "C", "C", "C", "C", "C", "C", "H", "H", "H", "H", "H", "H", "H", "H", "H", "H", "H", "H", "H", "H", "H"],
  "positions_angstrom": [[0.94, 0.55, -2.32], [-2.51, -1.00, 1.38], [0.46, -2.96, -1.36], [-2.79, -1.18, -1.96], [-1.51, 4.46, -1.89], [-2.57, 4.23, -2.00], [-3.37, 4.05, -0.94], [-2.99, 4.13, 0.09], [-2.11, -0.55, 3.12], [-2.90, -2.77, 1.69], [-4.22, -0.32, 1.34], [1.46, -3.43, -2.83], [1.61, -3.54, -0.05], [-0.70, -4.37, -1.38], [-3.89, 0.29, -2.14], [-4.05, -2.51, -1.81], [-2.45, -1.47, -3.73], [-2.95, 4.12, -3.02], [-4.44, 3.87, -1.05], [-1.82, 0.51, 3.17], [-1.28, -1.15, 3.50], [-3.00, -0.71, 3.74], [-1.96, -3.29, 1.95], [-3.32, -3.24, 0.80], [-3.60, -2.85, 2.53], [-4.17, 0.74, 1.04], [-4.65, -0.38, 2.35], [-4.86, -0.86, 0.64], [1.92, -4.40, -2.60], [2.25, -2.68, -3.01], [0.82, -3.50, -3.71], [2.13, -4.42, -0.43], [1.04, -3.80, 0.85], [2.34, -2.75, 0.19], [-0.11, -5.28, -1.43], [-1.36, -4.30, -2.25], [-1.31, -4.36, -0.46], [-4.41, 0.20, -3.10], [-3.30, 1.21, -2.12], [-4.62, 0.31, -1.32], [-4.60, -2.53, -2.75], [-4.73, -2.31, -0.98], [-3.54, -3.47, -1.66], [-3.39, -1.54, -4.29], [-1.85, -2.38, -3.87], [-1.91, -0.59, -4.16], [0.72, 1.76, -5.25], [0.25, 2.95, -4.58], [0.26, 4.19, -5.27], [0.87, 4.26, -6.53], [1.51, 3.16, -7.10], [1.53, 1.94, -6.41], [0.20, -0.07, -4.93], [1.86, 1.43, -1.16], [-0.21, 2.89, -3.57], [-0.22, 5.06, -4.82], [0.86, 5.19, -7.07], [2.00, 3.20, -8.07], [2.05, 1.06, -6.79], [0.82, 4.49, 3.55], [2.04, 3.85, 3.75], [2.26, 2.57, 3.23], [1.23, 1.93, 2.53], [0.01, 2.59, 2.28], [-0.19, 3.86, 2.81], [1.41, 0.08, 1.89], [3.37, 0.00, 1.71], [3.91, 0.20, 0.45], [5.28, 0.19, 0.23], [6.14, -0.10, 1.30], [5.61, -0.33, 2.57], [4.22, -0.28, 2.79], [1.33, -0.80, 3.65], [1.65, -2.18, 3.69], [1.53, -2.88, 4.89], [1.12, -2.22, 6.06], [0.83, -0.85, 6.02], [0.94, -0.14, 4.82], [0.65, 5.49, 3.96], [2.84, 4.34, 4.32], [3.22, 2.07, 3.37], [-0.76, 2.10, 1.68], [-1.15, 4.37, 2.64], [3.24, 0.45, -0.37], [5.68, 0.38, -0.76], [7.21, -0.14, 1.13], [6.27, -0.55, 3.41], [3.82, -0.47, 3.78], [2.00, -2.68, 2.79], [1.77, -3.94, 4.92], [1.03, -2.77, 6.99], [0.52, -0.33, 6.93], [0.72, 0.93, 4.80]],
  "relative_energy_ev": 2.439,
  "gap_ev": [3.8883, 4.5742],
  "energy_ha": -7197.4270,
  "total_charge": 3
}

(4)
{
  "formula": "C9H24F8N5O10PS2",
  "method": "wB97M-V/def2-TZVPD",
  "elements": ["C", "C", "O", "N", "H", "H", "C", "H", "H", "H", "H", "H", "H", "C", "C", "O", "N", "H", "H", "C", "H", "H", "H", "H", "H", "H", "C", "C", "O", "N", "H", "H", "C", "H", "H", "H", "H", "H", "H", "P", "F", "F", "F", "F", "F", "F", "N", "S", "O", "O", "F", "S", "O", "O", "F", "N", "O", "O", "O"],
  "positions_angstrom": [[-2.08, -1.35, 2.40], [-2.20, -0.05, 3.12], [-3.04, 0.77, 2.97], [-1.04, 0.22, 4.08], [-1.22, -0.12, 5.03], [-0.37, -0.48, 3.68], [-0.51, 1.62, 4.01], [-1.07, -1.53, 2.03], [-2.67, -1.23, 1.50], [-2.53, -2.16, 2.98], [-1.37, 2.17, 4.38], [-0.27, 1.91, 2.99], [0.44, 1.66, 4.52], [0.24, -4.33, -0.65], [0.59, -3.97, 0.76], [-0.13, -4.07, 1.70], [1.65, -2.90, 0.90], [1.40, -2.02, 0.44], [1.51, -2.53, 1.88], [3.02, -3.34, 0.58], [-0.29, -3.56, -1.21], [-0.06, -5.36, -0.81], [1.21, -4.31, -1.17], [3.63, -2.46, 0.40], [3.03, -3.92, -0.34], [3.46, -4.01, 1.32], [-1.71, 0.07, -2.86], [-2.68, -0.06, -1.72], [-2.70, -0.92, -0.92], [-3.61, 1.13, -1.55], [-3.58, 1.59, -2.47], [-4.62, 0.97, -1.60], [-3.11, 2.11, -0.52], [-1.41, -0.93, -3.18], [-0.86, 0.71, -2.63], [-2.30, 0.37, -3.74], [-2.04, 2.28, -0.57], [-3.32, 1.61, 0.42], [-3.69, 3.03, -0.58], [0.96, 0.77, 0.23], [1.61, 2.04, 0.93], [0.93, 1.57, -1.15], [2.41, 0.14, 0.00], [0.23, -0.48, -0.58], [0.79, -0.15, 1.57], [-0.54, 1.40, 0.59], [2.12, 3.81, -3.88], [2.34, 5.01, -4.89], [1.25, 5.21, -5.79], [3.68, 5.24, -5.32], [2.14, 6.18, -3.79], [2.16, 2.55, -4.98], [3.45, 1.96, -5.11], [1.30, 2.44, -6.11], [1.44, 1.56, -3.92], [2.02, -1.47, 4.16], [2.86, -1.35, 3.26], [2.30, -1.20, 5.33], [0.84, -1.86, 3.86]],
  "relative_energy_ev": 0.000,
  "gap_ev": 6.2781,
  "energy_ha": -3320.1075
}

Question: What is the formula in the second record?
Answer: C14H25BNbO8